{
  "formula": "C7H7IN2O",
  "method": "ωB97M-V with the def2-TZVPD basis set",
  "species": ["C", "C", "C", "O", "C", "N", "C", "C", "C", "N", "I", "H", "H", "H", "H", "H", "H", "H"],
  "xyz": [[-1.74639, -1.09506, 0.06112], [-1.76870, 0.05904, 0.36029], [-1.44967, 1.39937, 0.85617], [-0.15330, 1.63957, 1.14303], [0.84271, 1.24694, 0.15536], [0.21884, 0.98100, -1.01389], [0.41074, -0.11354, -1.72650], [1.09783, -1.21750, -1.35325], [1.47037, -1.26388, -0.00139], [1.44413, -0.16731, 0.78783], [1.53953, -0.31919, 2.83028], [-1.90488, -2.06730, -0.16872], [-2.08780, 1.41551, 1.79911], [-1.97655, 2.13841, 0.15500], [1.65054, 1.95148, 0.16608], [-0.34301, -0.16537, -2.63703], [1.03554, -2.16066, -1.85449], [1.72004, -2.26150, 0.44100]],
  "e_tot_ev": -20495.5832,
  "charge": 0,
  "spin_multiplicity": 1,
  "e_homo_ev": -8.26,
  "fmax_ev_per_a": 5.01,
  "homo_lumo_gap_ha": 0.2887,
  "e_lumo_ev": -0.401,
  "e_above_lowest_kj_mol": 386.4,
  "smiles": "C#CCO[C@@H]1N=CC=CN1I"
}

=====

{
  "formula": "C3H4N3OS",
  "method": "ωB97M-V with the def2-TZVPD basis set",
  "species": ["C", "C", "C", "N", "N", "N", "O", "S", "H", "H", "H", "H"],
  "xyz": [[0.36008, 0.44330, -0.01224], [3.24938, -0.07009, 0.16401], [0.55084, -0.93564, 0.00556], [1.41156, 1.32475, 0.01611], [2.53233, 0.83621, 0.09290], [-0.83037, 1.16870, 0.03260], [5.71332, 0.70129, -0.09922], [4.92499, -0.51912, -0.00925], [-0.27238, -1.61852, 0.01876], [1.44235, -1.40334, -0.05816], [-1.58653, 0.68753, -0.36357], [-0.76878, 2.12386, -0.34419]],
  "e_tot_ev": -20515.7367,
  "charge": 1,
  "spin_multiplicity": 1,
  "e_homo_ev": [-14.70, -13.54],
  "fmax_ev_per_a": 3.81,
  "homo_lumo_gap_ha": [0.2950, 0.2293],
  "e_lumo_ev": [-6.671, -7.302],
  "e_above_lowest_kj_mol": 624.8
}

=====

{
  "formula": "C4H5FN2",
  "method": "ωB97M-V with the def2-TZVPD basis set",
  "species": ["F", "C", "C", "N", "C", "N", "C", "H", "H", "H", "H", "H"],
  "xyz": [[-1.45684, -1.80147, 0.46632], [-0.50079, -0.81813, 0.62568], [-0.75893, 0.37711, -0.13689], [-0.16121, 1.63592, 0.14170], [1.09597, 1.46080, -0.02537], [1.49049, 0.24640, -0.49328], [0.36640, -0.57985, -0.62423], [-0.05353, -0.84918, 1.66929], [-1.74328, 0.41164, -0.62549], [1.80331, 2.26688, 0.04060], [2.40047, -0.21403, -0.28889], [0.18367, -1.21784, -1.56654]],
  "e_tot_ev": -9924.8561,
  "charge": 0,
  "spin_multiplicity": 1,
  "e_homo_ev": -8.80,
  "fmax_ev_per_a": 3.11,
  "homo_lumo_gap_ha": 0.3580,
  "e_lumo_ev": 0.943,
  "e_above_lowest_kj_mol": 188.0,
  "smiles": "F[C@@H]1[C@H]2N=CN[C@@H]12"
}

=====

{
  "formula": "C29H40N3O13PS2W",
  "method": "ωB97M-V with the def2-TZVPD basis set",
  "species": ["W", "C", "C", "O", "C", "C", "C", "N", "N", "C", "O", "C", "C", "C", "C", "C", "C", "H", "H", "H", "H", "H", "H", "H", "H", "H", "H", "H", "H", "N", "C", "O", "C", "C", "H", "H", "H", "H", "H", "H", "O", "S", "O", "O", "C", "C", "C", "C", "C", "C", "S", "O", "O", "O", "H", "H", "H", "H", "C", "C", "C", "C", "O", "P", "O", "O", "O", "C", "C", "C", "C", "H", "H", "H", "H", "H", "H", "H", "H", "H", "H", "H", "H", "H", "H", "H", "H", "H", "H"],
  "xyz": [[1.14691, -0.13204, -0.08893], [0.39229, 3.00401, 3.00380], [0.41559, 2.48067, 1.58529], [0.50243, 1.20900, 1.50644], [0.34448, 3.34829, 0.52818], [0.16519, 2.89168, -0.82182], [-0.23558, 3.91098, -1.85491], [0.27097, 1.64424, -1.14985], [-0.10338, 1.37785, -2.47328], [-0.19551, 0.09930, -2.65768], [-0.03223, -0.80166, -1.75833], [-0.46494, -0.37069, -4.04919], [-0.98187, 0.47763, -5.02486], [-1.18173, 0.01519, -6.31575], [-0.85823, -1.29722, -6.64614], [-0.33940, -2.14292, -5.67620], [-0.14965, -1.68364, -4.37945], [-0.32581, 2.41826, 3.57888], [0.13313, 4.06231, 3.05047], [1.37423, 2.85535, 3.46311], [0.25088, 4.40814, 0.72261], [-0.17368, 4.91423, -1.43231], [-1.25432, 3.72896, -2.20247], [0.40895, 3.83191, -2.73063], [-1.20997, 1.49946, -4.75132], [-1.58623, 0.68066, -7.07026], [-1.00779, -1.65594, -7.65842], [-0.07273, -3.16308, -5.92557], [0.25274, -2.32833, -3.60813], [4.21739, 2.33206, 1.57794], [3.42920, 1.28203, 1.23666], [2.69159, 1.39295, 0.25538], [3.49394, -0.00096, 1.99092], [2.19973, -0.78082, 1.74690], [4.01622, 3.20907, 1.12680], [4.65998, 2.33884, 2.47710], [3.72438, 0.19402, 3.04654], [4.34528, -0.53426, 1.55486], [1.52202, -0.68444, 2.59930], [2.44115, -1.83468, 1.62614], [3.54452, -3.70749, -0.24360], [2.36840, -3.38047, -1.01354], [1.44033, -4.47361, -1.21287], [1.68124, -2.16777, -0.56192], [2.95943, -3.00644, -2.68135], [2.79058, -4.03176, -3.60623], [3.22673, -3.89466, -4.91518], [3.83647, -2.71896, -5.31809], [4.00465, -1.68739, -4.40711], [3.57455, -1.81959, -3.09237], [3.78667, -0.37851, -2.04130], [4.51100, 0.57747, -2.85091], [4.44453, -0.80077, -0.83275], [2.37487, 0.07316, -1.84642], [2.29114, -4.93066, -3.27268], [3.07711, -4.70453, -5.62032], [4.16980, -2.59444, -6.34178], [4.46062, -0.75100, -4.69545], [1.50402, -5.12263, 2.38491], [0.12752, -4.49606, 2.55638], [-0.94680, -5.43564, 2.02031], [-0.12851, -4.14248, 4.01856], [0.19648, -3.28727, 1.78829], [-1.04019, -2.38415, 1.33091], [-2.11471, -2.32265, 2.35924], [-0.45213, -1.07648, 0.86885], [-1.53604, -3.19465, 0.03344], [-2.78227, -2.94394, -0.63678], [-3.86560, -3.76890, 0.05195], [-3.15480, -1.46358, -0.64216], [-2.54306, -3.42478, -2.06127], [1.57361, -6.03723, 2.98122], [2.27686, -4.42373, 2.70744], [1.68319, -5.35628, 1.33486], [-0.89575, -6.38421, 2.56249], [-0.78181, -5.61498, 0.95744], [-1.93891, -5.00430, 2.15476], [-0.09802, -5.04855, 4.63160], [-1.09690, -3.65465, 4.12120], [0.64534, -3.45469, 4.36559], [-3.94783, -3.45660, 1.09360], [-3.60493, -4.82939, 0.01774], [-4.82748, -3.62542, -0.44897], [-3.36344, -1.11219, 0.36842], [-4.04560, -1.32651, -1.26223], [-2.33470, -0.87473, -1.05096], [-2.20202, -4.46177, -2.05107], [-1.76826, -2.81409, -2.52362], [-3.46229, -3.35236, -2.64970]],
  "e_tot_ev": -94603.2220,
  "charge": -2,
  "spin_multiplicity": 1,
  "e_homo_ev": -0.20,
  "fmax_ev_per_a": 0.48,
  "homo_lumo_gap_ha": 0.1689,
  "e_lumo_ev": 4.399,
  "e_above_lowest_kj_mol": 0.0
}